DFT (the ωB97M-V functional and the def2-TZVPD basis) results for a cluster of 18 separate species, C108H90N18O36 in total in a non-equilibrium geometry.

Last column: Löwdin charge in e.
Element x y z (Å)
C  -4.8489  -7.4061  4.8254  -0.068
C  -4.3792  -8.4218  3.9900  -0.045
C  -3.1969  -8.2086  3.2546  -0.024
C  -2.5014  -7.0496  3.4026  -0.151
C  -2.9990  -5.9902  4.1679  0.000
C  -4.1471  -6.2148  4.9068  -0.096
N  -1.3351  -6.8701  2.5125  -0.302
O  -1.0331  -5.6837  2.2985  0.050
O  -0.7316  -7.8285  2.0258  0.086
H  -5.8098  -7.4421  5.3171  0.111
H  -5.0975  -9.2281  3.9719  0.101
H  -2.8927  -8.8754  2.4614  0.113
H  -2.4849  -5.0419  4.2216  0.123
H  -4.4791  -5.3843  5.5121  0.098
C  2.2792  -6.9852  -0.3690  -0.070
C  2.6592  -8.0895  -1.1091  -0.085
C  1.7910  -8.5794  -2.0262  0.002
C  0.5800  -7.8450  -2.3871  -0.122
C  0.2313  -6.7514  -1.6451  -0.018
C  1.0755  -6.3762  -0.6023  -0.074
N  -0.2484  -8.4138  -3.4776  -0.313
O  -1.4995  -8.2264  -3.4671  0.028
O  0.3724  -8.9034  -4.3862  0.100
H  2.9509  -6.6266  0.3969  0.110
H  3.5826  -8.6391  -1.0014  0.113
H  2.0018  -9.4658  -2.6060  0.112
H  -0.6294  -6.1062  -1.7422  0.102
H  0.7035  -5.5501  -0.0145  0.088
C  0.1409  -2.9172  -1.2731  -0.065
C  0.8819  -1.8477  -1.7333  -0.064
C  0.8390  -0.6157  -1.1062  -0.016
C  -0.0239  -0.4220  -0.0093  -0.127
C  -0.6834  -1.5210  0.5139  -0.001
C  -0.6283  -2.7650  -0.1222  -0.053
N  -0.1568  0.9713  0.5014  -0.262
O  -1.1919  1.3138  1.1112  0.053
O  0.7997  1.7520  0.2177  0.031
H  0.1240  -3.8489  -1.8192  0.092
H  1.3944  -1.8139  -2.6834  0.092
H  1.3379  0.2320  -1.5524  0.093
H  -1.1969  -1.3575  1.4499  0.117
H  -1.1410  -3.5875  0.3541  0.099
C  6.5130  7.2870  1.2595  -0.065
C  5.1403  7.5457  1.2756  -0.042
C  4.2190  6.5304  0.9465  0.012
C  4.6734  5.2218  0.6462  -0.110
C  6.0753  5.0480  0.6545  -0.028
C  6.9758  6.0644  0.8526  -0.079
N  3.7579  4.0749  0.4043  -0.296
O  4.1543  2.9059  0.4787  0.045
O  2.5461  4.2510  0.3102  0.057
H  7.2453  8.0618  1.4321  0.111
H  4.8104  8.5246  1.5907  0.109
H  3.1825  6.8151  1.0525  0.091
H  6.4132  4.0584  0.3847  0.114
H  8.0156  5.7734  0.8756  0.116
C  -4.8579  -11.2469  -0.0459  -0.071
C  -4.3734  -10.9603  -1.3041  -0.061
C  -4.1297  -9.6597  -1.7450  0.004
C  -4.2711  -8.5989  -0.8734  -0.129
C  -4.6685  -8.8726  0.4528  0.009
C  -5.0978  -10.1919  0.8248  -0.049
N  -3.7980  -7.2729  -1.2527  -0.319
O  -3.4060  -6.5242  -0.3677  0.045
O  -3.7470  -6.9348  -2.4152  0.087
H  -5.2032  -12.2315  0.2329  0.109
H  -4.2511  -11.6919  -2.0892  0.111
H  -3.7153  -9.4485  -2.7197  0.112
H  -4.6553  -8.0998  1.2071  0.079
H  -5.5142  -10.3077  1.8146  0.092
C  2.0815  4.9840  3.4661  -0.104
C  1.7330  6.1430  4.0958  -0.065
C  2.4823  6.5652  5.2203  0.014
C  3.5411  5.7649  5.6912  -0.118
C  3.9036  4.5448  5.0518  0.019
C  3.1874  4.1970  3.9001  -0.056
N  4.3478  6.2579  6.8608  -0.315
O  4.8715  5.3835  7.5861  0.053
O  4.4961  7.4841  7.0297  0.058
H  1.5552  4.7015  2.5664  0.088
H  0.8972  6.7119  3.7161  0.099
H  2.1349  7.4474  5.7375  0.117
H  4.7953  3.9974  5.3195  0.116
H  3.4397  3.4460  3.1662  0.088
C  -3.1780  4.7999  -1.8210  -0.083
C  -1.8374  4.9763  -1.8677  -0.084
C  -1.2874  5.8485  -2.8445  0.001
C  -2.1723  6.5543  -3.7200  -0.115
C  -3.5345  6.4079  -3.5500  -0.025
C  -4.0955  5.6038  -2.5402  -0.034
N  -1.5430  7.1759  -4.9554  -0.343
O  -2.2308  7.8720  -5.6789  0.075
O  -0.3419  7.0591  -5.0762  0.056
H  -3.6195  4.0723  -1.1561  0.103
H  -1.1389  4.4712  -1.2170  0.096
H  -0.2449  5.8453  -3.1266  0.083
H  -4.1660  6.9399  -4.2463  0.111
H  -5.1538  5.4220  -2.4245  0.104
C  1.0553  -0.4650  -6.5994  -0.060
C  1.1691  0.8468  -7.0103  -0.080
C  0.8190  1.8511  -6.1238  0.004
C  0.3434  1.5252  -4.8217  -0.090
C  0.1436  0.1438  -4.5050  -0.020
C  0.5246  -0.8013  -5.3463  -0.091
N  -0.0329  2.6189  -3.9105  -0.303
O  -0.0176  3.7383  -4.4348  0.049
O  -0.2527  2.3590  -2.7238  0.078
H  1.1813  -1.2276  -7.3536  0.115
H  1.7057  1.0892  -7.9157  0.114
H  0.8384  2.8909  -6.4152  0.117
H  -0.3436  -0.1344  -3.5822  0.107
H  0.2473  -1.8176  -5.1085  0.104
C  1.8444  10.0383  -1.0308  -0.045
C  0.9759  10.4463  0.0118  -0.058
C  0.2137  9.5076  0.7390  0.005
C  0.3680  8.1348  0.4773  -0.135
C  1.2550  7.7087  -0.5398  -0.013
C  1.9705  8.6435  -1.3548  -0.029
N  -0.4501  7.1700  1.2284  -0.312
O  -0.3486  5.9551  0.9982  0.059
O  -1.2383  7.6597  2.0313  0.059
H  2.4227  10.7967  -1.5377  0.099
H  0.8350  11.4922  0.2415  0.102
H  -0.5020  9.9092  1.4411  0.115
H  1.3913  6.6435  -0.6547  0.094
H  2.7456  8.2809  -2.0137  0.083
C  4.4167  1.2350  -6.0728  -0.034
C  5.4771  2.1399  -5.9133  -0.071
C  6.6265  2.0149  -6.6413  -0.028
C  6.8063  1.0299  -7.5862  -0.097
C  5.6639  0.2356  -7.8432  -0.011
C  4.5284  0.2585  -7.0879  -0.069
N  8.0729  0.9342  -8.3996  -0.318
O  8.9997  1.7328  -8.2136  0.059
O  8.1567  0.0749  -9.2818  0.063
H  3.5531  1.3944  -5.4441  0.088
H  5.4099  3.0406  -5.3211  0.099
H  7.3487  2.7238  -6.2639  0.123
H  5.6390  -0.5589  -8.5743  0.120
H  3.7222  -0.3843  -7.4093  0.093
C  -2.9374  3.7591  2.1116  -0.053
C  -3.2505  2.7417  2.9804  -0.077
C  -3.6901  2.9850  4.2587  -0.004
C  -3.9763  4.2983  4.6560  -0.143
C  -3.6807  5.3436  3.7639  0.000
C  -3.1872  5.0610  2.5201  -0.076
N  -4.4835  4.6161  5.9743  -0.336
O  -4.8935  5.8073  6.1302  0.039
O  -4.3975  3.7767  6.8181  0.092
H  -2.5038  3.5973  1.1358  0.091
H  -3.0528  1.7349  2.6433  0.086
H  -3.9147  2.2049  4.9709  0.111
H  -3.8468  6.4002  3.9134  0.119
H  -2.9341  5.9035  1.8936  0.083
C  4.6999  6.0562  -3.0328  -0.064
C  3.5085  5.3915  -3.2228  -0.046
C  3.4722  4.0138  -2.9494  0.000
C  4.6150  3.2717  -2.6069  -0.135
C  5.8087  3.9995  -2.4038  -0.041
C  5.8360  5.3550  -2.6334  -0.080
N  4.5974  1.7741  -2.4251  -0.319
O  3.5216  1.1762  -2.5490  0.053
O  5.6350  1.2483  -2.0871  0.082
H  4.8430  7.1148  -3.1920  0.106
H  2.5369  5.8293  -3.3981  0.106
H  2.5007  3.5528  -3.0499  0.104
H  6.7284  3.4768  -2.1862  0.121
H  6.7763  5.7931  -2.3331  0.112
C  -0.0979  2.6599  4.7881  -0.028
C  -0.3183  1.2717  4.8660  -0.058
C  -0.8809  0.7849  6.0373  -0.033
C  -1.3180  1.5782  7.0530  -0.146
C  -1.1447  2.9563  6.9633  -0.025
C  -0.4812  3.4946  5.8894  -0.045
N  -2.1473  0.9825  8.1237  -0.322
O  -2.3446  1.7190  9.0934  0.075
O  -2.5483  -0.1630  7.9809  0.068
H  0.4688  3.0320  3.9473  0.080
H  -0.1797  0.6082  4.0252  0.106
H  -1.0437  -0.2823  6.0054  0.104
H  -1.4873  3.6271  7.7372  0.121
H  -0.3471  4.5622  5.9825  0.103
C  -6.8050  -2.2529  7.4268  -0.053
C  -5.4888  -2.7591  7.4121  -0.058
C  -4.6085  -2.2984  6.4594  -0.046
C  -4.9515  -1.3875  5.4972  -0.129
C  -6.2390  -0.7679  5.5913  0.001
C  -7.1420  -1.2403  6.5286  -0.076
N  -4.0646  -0.9517  4.3800  -0.298
O  -2.8435  -1.1602  4.5692  0.045
O  -4.5619  -0.4687  3.3915  0.084
H  -7.3922  -2.6460  8.2435  0.106
H  -5.2113  -3.5833  8.0525  0.109
H  -3.6212  -2.7322  6.3994  0.119
H  -6.6364  0.0578  5.0197  0.120
H  -8.1165  -0.8221  6.7332  0.109
C  2.9109  0.4042  3.9216  -0.099
C  2.8550  -0.7223  4.7451  -0.043
C  2.8348  -1.9635  4.0844  0.005
C  2.8472  -2.0803  2.6827  -0.135
C  3.0402  -0.9163  1.9398  0.013
C  3.0879  0.3281  2.5715  -0.058
N  2.5575  -3.3429  1.9775  -0.270
O  2.5401  -4.3760  2.6649  0.068
O  2.4870  -3.2629  0.6992  0.031
H  2.8633  1.3543  4.4328  0.089
H  2.7101  -0.5162  5.7953  0.110
H  2.7012  -2.8830  4.6350  0.109
H  2.9277  -0.8251  0.8696  0.110
H  3.1640  1.2308  1.9835  0.082
C  -5.9172  -4.4265  2.7472  -0.058
C  -5.0017  -4.7892  1.7605  -0.056
C  -4.7043  -3.9047  0.7498  0.014
C  -5.2611  -2.6082  0.7218  -0.111
C  -6.1556  -2.3143  1.7291  -0.038
C  -6.5377  -3.1790  2.7400  -0.056
N  -4.8346  -1.6476  -0.3049  -0.347
O  -5.5311  -0.7559  -0.7123  0.096
O  -3.7833  -1.8043  -0.8624  0.058
H  -6.0606  -4.9961  3.6535  0.087
H  -4.6216  -5.7938  1.8731  0.085
H  -3.9601  -4.1477  0.0058  0.098
H  -6.6478  -1.3568  1.8143  0.119
H  -7.0536  -2.7302  3.5760  0.102
C  4.9079  -2.7229  -2.4918  -0.050
C  4.3886  -2.0085  -3.6066  -0.048
C  3.5102  -2.6631  -4.4753  -0.017
C  3.0001  -3.9375  -4.1641  -0.125
C  3.5236  -4.6265  -3.0534  0.012
C  4.5092  -4.0297  -2.2355  -0.056
N  1.8791  -4.5656  -4.9307  -0.288
O  1.5961  -4.0506  -6.0338  0.052
O  1.3601  -5.6053  -4.4824  0.058
H  5.6946  -2.3298  -1.8649  0.106
H  4.7852  -1.0237  -3.8043  0.085
H  3.2255  -2.1198  -5.3643  0.092
H  3.1764  -5.6203  -2.8121  0.099
H  4.8947  -4.5681  -1.3823  0.105
C  -2.5620  -3.2435  -3.6457  -0.062
C  -2.1473  -4.4639  -4.1451  -0.047
C  -1.9643  -4.5813  -5.5582  0.012
C  -2.1215  -3.4641  -6.3665  -0.115
C  -2.5638  -2.2512  -5.8192  -0.048
C  -2.7324  -2.1030  -4.4688  -0.068
N  -1.8937  -3.5300  -7.8996  -0.293
O  -1.7868  -4.6899  -8.4382  0.029
O  -1.5401  -2.4997  -8.4279  0.064
H  -2.7973  -3.1126  -2.5998  0.078
H  -1.9672  -5.2810  -3.4623  0.075
H  -1.7097  -5.5829  -5.8720  0.119
H  -2.6722  -1.3389  -6.3869  0.118
H  -2.8798  -1.1060  -4.0806  0.110

Cartesian forces, eV/Å:
C 0.527 0.343 -0.486
C -0.493 1.191 0.602
C -1.209 -1.417 0.102
C -0.124 0.644 -0.306
C 0.614 -0.580 0.216
C 0.551 0.623 -0.034
N 1.223 1.319 -0.771
O -0.252 -1.539 0.193
O -1.247 1.041 0.912
H 0.011 -0.459 0.162
H 0.670 -0.689 -0.729
H 0.211 -0.362 0.313
H 0.073 -0.030 -0.111
H -0.303 -0.051 0.139
C 0.629 0.287 0.636
C -0.031 -0.449 -0.040
C -2.482 0.708 -2.371
C 1.431 -1.852 1.111
C -0.072 0.171 0.409
C -0.380 0.549 -0.093
N -1.581 1.713 -0.021
O 2.660 -0.556 0.280
O -0.332 -0.578 -0.116
H -0.127 0.200 0.183
H 0.161 0.228 0.443
H 0.094 -0.037 -0.007
H -0.389 -0.490 -0.569
H 0.469 0.102 0.286
C -0.495 -0.087 0.288
C -0.084 0.868 -0.342
C -0.977 0.618 0.443
C 1.120 -0.254 -0.996
C -0.206 0.508 0.434
C 0.496 0.607 0.393
N 0.676 1.534 -0.042
O 2.128 -0.890 -1.089
O -2.584 -1.811 1.022
H 0.122 -0.105 -0.017
H 0.320 -0.679 -0.011
H 0.132 0.045 0.107
H -0.461 -0.260 -0.001
H -0.103 -0.171 -0.169
C -0.275 0.914 -0.670
C 0.321 -0.992 -0.123
C 0.159 -0.173 0.421
C 1.112 1.682 0.364
C -1.632 -1.625 -1.038
C -0.082 -1.038 0.822
N -1.669 -1.594 1.155
O 1.388 1.377 -0.304
O 1.015 1.551 -0.365
H -0.161 0.230 0.325
H -0.294 -0.032 -0.105
H -0.193 -0.459 -0.256
H 0.194 -0.148 0.153
H 0.171 0.372 -0.189
C -0.996 0.478 0.236
C 0.001 0.442 -1.334
C 0.372 0.188 0.067
C -0.038 -1.229 1.668
C -0.629 -0.873 -0.360
C 1.334 2.033 -0.627
N 0.646 1.237 -0.274
O -0.160 -0.415 0.734
O -0.582 -0.858 -0.127
H 0.304 -0.202 -0.083
H 0.070 -0.497 0.342
H -0.145 -0.167 -0.206
H -0.289 0.169 -0.231
H 0.045 -0.245 0.011
C 1.115 -0.770 -0.061
C 0.653 0.289 1.126
C -0.123 -0.857 -0.118
C -0.415 0.127 -0.455
C -0.429 1.026 -0.736
C -0.981 1.394 -0.168
N 1.087 -0.060 1.054
O -1.088 1.690 -1.513
O -0.629 -2.374 -0.512
H -0.054 -0.175 -0.096
H -0.064 0.214 0.220
H 0.482 0.133 0.170
H -0.078 0.019 0.336
H 0.486 -0.607 0.599
C -2.511 0.604 0.634
C 2.093 1.427 -1.247
C -1.489 0.131 -0.953
C 1.687 -2.085 0.999
C -1.196 0.640 -0.142
C 2.245 -0.637 -0.880
N -0.472 1.033 1.241
O -0.253 -0.616 0.167
O 0.048 -0.377 -0.108
H 0.146 -0.135 0.250
H -0.154 -0.338 -0.045
H 0.059 0.151 0.519
H -0.213 0.057 -0.034
H -0.016 0.290 -0.162
C -0.689 -0.459 -0.427
C 0.698 -0.066 0.904
C -0.738 0.408 1.664
C 0.032 -1.441 -1.741
C -0.547 3.742 2.352
C 0.336 -1.698 -2.358
N 0.413 -0.014 -0.132
O -0.203 -0.873 1.245
O 0.168 0.498 -1.596
H 0.418 -0.348 0.162
H -0.493 0.068 -0.338
H 0.249 0.037 0.061
H 0.029 0.201 0.196
H 0.334 -0.261 -0.122
C -0.639 -1.448 0.649
C 0.020 -1.384 -0.591
C 0.529 0.203 -0.762
C 0.858 1.005 -1.160
C -0.037 0.857 -0.124
C -0.849 0.793 2.609
N -0.531 -0.816 -0.005
O 0.182 1.838 0.269
O 0.593 -0.549 -0.365
H 0.039 -0.093 -0.209
H 0.127 0.056 -0.055
H 0.018 -0.402 0.202
H 0.006 -0.146 -0.201
H -0.243 0.048 -0.318
C 0.546 0.484 -0.334
C -1.618 -0.741 -0.276
C 1.540 0.548 0.564
C -0.957 -0.093 -0.390
C 1.740 -1.144 -0.794
C -0.425 1.566 1.106
N 1.221 -0.057 -1.198
O -1.775 -0.640 0.654
O -0.961 0.627 1.336
H -0.320 -0.360 -0.134
H -0.262 -0.266 0.519
H 0.783 -0.102 -0.948
H 0.669 0.219 -0.449
H -0.100 -0.085 0.436
C -0.255 0.928 -0.012
C 0.707 -0.986 -0.423
C -1.086 0.811 1.084
C 0.865 0.343 -1.708
C -0.667 0.072 0.402
C 0.586 -0.113 -0.572
N -0.169 3.260 -0.742
O 0.621 -2.801 0.094
O -0.373 -0.637 1.109
H -0.020 -0.321 0.016
H -0.105 -0.201 0.236
H 0.130 -0.250 -0.074
H -0.196 -0.149 0.846
H -0.040 -0.115 -0.161
C 0.812 0.452 -0.080
C 0.098 -1.237 1.046
C -0.028 -0.755 -0.290
C 0.019 1.255 -0.182
C -0.684 -1.555 -0.775
C -0.017 -0.399 0.604
N -1.238 0.249 0.573
O 1.204 0.983 -0.222
O -0.051 0.134 -0.318
H -0.403 0.181 -0.050
H 0.203 0.464 -0.397
H 0.057 -0.406 0.097
H -0.054 -0.105 0.282
H -0.057 0.690 -0.489
C 0.177 -0.149 1.128
C -0.258 1.984 0.587
C -0.125 -1.755 -1.257
C -0.504 0.478 -0.233
C -0.077 -0.230 0.758
C 0.242 -0.933 -1.100
N 0.521 0.890 0.720
O -0.166 -1.231 -0.878
O 0.077 0.735 0.297
H -0.360 0.320 -0.133
H 0.375 0.026 0.026
H -0.270 -0.054 0.616
H -0.138 -0.212 0.152
H 0.335 0.104 -0.761
C 2.203 -0.543 0.234
C -1.488 0.272 -0.504
C 1.571 -0.827 -0.666
C -2.585 1.993 -0.270
C 0.205 -0.676 0.032
C -0.083 -0.620 1.409
N 1.817 -1.037 1.481
O -1.986 0.407 -0.763
O 0.212 0.068 0.292
H -0.742 0.304 -0.297
H 0.151 0.188 0.224
H 0.189 0.032 0.056
H 0.717 0.008 -0.589
H -0.064 0.466 -0.702
C 0.535 0.194 1.518
C -0.293 -0.241 -1.950
C -0.472 -0.644 0.522
C -0.042 1.663 0.223
C -0.823 0.614 -0.386
C -0.115 -0.513 -0.384
N 1.158 -0.566 -1.625
O -0.400 1.598 -1.706
O -0.088 -0.811 3.943
H -0.031 0.294 -0.163
H 0.133 -0.749 0.149
H 0.042 -0.054 0.178
H 0.367 -0.772 -0.189
H 0.002 -0.043 -0.201
C -0.368 0.969 0.913
C -1.200 -0.148 0.758
C 0.838 0.928 -0.850
C -0.061 -1.680 1.116
C -1.256 1.736 -0.278
C 1.743 -0.380 -0.637
N -0.180 0.328 -1.361
O -2.331 0.782 1.315
O 2.302 -1.659 0.376
H -0.049 -0.608 -0.291
H 0.538 0.116 -0.568
H -0.028 -0.180 -0.107
H 0.359 0.424 -0.506
H -0.454 -0.493 0.009
C -0.282 -0.147 -0.748
C 0.608 -1.717 0.712
C -0.280 0.449 0.210
C 0.582 -0.032 1.189
C 0.016 0.478 -0.048
C -1.078 0.209 -0.995
N 0.031 -0.701 -1.363
O 0.236 -0.799 2.181
O 0.834 2.152 -0.698
H -0.129 0.477 0.021
H -0.227 0.065 -0.201
H -0.380 -0.214 -0.095
H -0.176 -0.030 -0.084
H 0.048 -0.072 -0.043
C -0.203 0.978 0.197
C -0.188 1.116 -1.420
C 0.108 -0.320 1.204
C -1.032 -0.297 -0.627
C 0.737 0.441 -0.660
C 0.441 -1.448 0.386
N 2.078 -3.191 0.445
O -0.960 3.502 1.669
O -0.804 -0.222 -0.046
H 0.267 -0.141 0.226
H -0.163 -0.265 -0.288
H 0.198 0.230 -0.717
H 0.075 -0.253 -0.606
H -0.464 -0.142 0.285

Results
ΔE to the lowest compared entry with this formula, charge and spin (eV): 3.019
Calculated total energy (a.u.): -7861.9234
Maximum force (Eh/bohr): 0.0866
Frontier orbital gap (Eh): 0.301
LUMO energy (eV): -1.373